[1]
Formula: C31H58N6ORuS4Si2
Source: the Open Molecules 2025 dataset
Level of theory: ωB97M-V/def2-TZVPD

Values from the calculation:
Orbital gap (alpha / beta), eV: 8.34 / 7.76
Total charge: +1
Energy relative to the best compared isomer or geometry (same formula, charge and spin), kcal/mol: 0.00
Spin multiplicity: 2
LUMO energy (alpha / beta), Ha: -0.0762 / -0.0984

Last column: Mulliken charge in e.
Cartesian coordinates (Å):
Ru (1.328, 0.549, 0.759)  -0.20
C (1.729, 3.834, 0.724)  -0.94
C (2.870, 3.444, 1.648)  -1.21
S (3.319, 1.692, 1.437)  0.20
C (3.420, 1.122, 3.158)  -0.60
C (2.113, 1.218, 3.920)  -1.03
S (0.761, 0.416, 2.987)  0.18
C (-0.557, 1.649, 3.160)  0.13
C (-0.263, 2.967, 2.476)  -1.23
S (0.296, 2.716, 0.756)  0.37
H (2.059, 3.828, -0.317)  0.35
H (1.378, 4.844, 0.942)  0.66
H (2.611, 3.615, 2.691)  0.49
H (3.747, 4.052, 1.427)  0.63
H (4.214, 1.668, 3.668)  0.63
H (3.735, 0.082, 3.056)  0.24
H (1.840, 2.253, 4.124)  0.42
H (2.205, 0.710, 4.880)  0.61
H (-0.777, 1.791, 4.219)  0.70
H (-1.421, 1.170, 2.704)  -0.76
H (0.499, 3.536, 3.007)  0.59
H (-1.164, 3.578, 2.441)  0.49
C (0.257, -5.118, -1.591)  -1.09
C (-0.492, -4.788, -0.310)  -0.72
N (-0.842, -3.364, -0.229)  0.55
C (-2.193, -3.024, -0.675)  -0.30
C (-3.209, -3.112, 0.454)  -0.69
C (0.033, -2.463, 0.232)  -0.54
S (-0.552, -0.837, 0.379)  0.27
N (1.231, -2.978, 0.551)  0.00
C (2.331, -2.334, 0.874)  -0.84
O (2.549, -1.085, 0.922)  0.43
C (3.519, -3.189, 1.180)  0.59
C (4.772, -2.602, 1.339)  -0.41
C (5.882, -3.384, 1.611)  -1.04
C (5.747, -4.760, 1.735)  -0.46
C (4.501, -5.351, 1.580)  -0.84
C (3.391, -4.570, 1.299)  -0.20
H (0.443, -6.190, -1.654)  0.41
H (1.215, -4.598, -1.613)  0.20
H (-0.320, -4.824, -2.470)  0.35
H (0.098, -5.053, 0.563)  0.40
H (-1.431, -5.340, -0.260)  0.47
H (-2.442, -3.720, -1.478)  0.48
H (-2.183, -2.023, -1.102)  -0.31
H (-3.238, -4.117, 0.879)  0.40
H (-4.206, -2.872, 0.085)  0.44
H (-2.952, -2.409, 1.246)  -0.06
H (4.875, -1.529, 1.234)  0.35
H (6.854, -2.923, 1.725)  0.44
H (6.613, -5.372, 1.950)  0.40
H (4.394, -6.423, 1.677)  0.43
H (2.418, -5.020, 1.169)  0.39
C (-4.464, 2.891, 2.616)  -1.00
Si (-4.536, 1.341, 1.549)  -0.09
C (-6.287, 1.134, 0.923)  -1.13
C (-4.170, -0.181, 2.591)  -0.90
C (-3.314, 1.540, 0.163)  0.08
Si (-3.563, 2.226, -1.551)  0.23
C (-2.680, 3.880, -1.686)  -0.87
C (-2.819, 1.017, -2.800)  -0.44
C (-5.364, 2.496, -1.969)  -1.11
H (-5.116, 2.792, 3.488)  0.37
H (-4.802, 3.759, 2.045)  0.33
H (-3.459, 3.107, 2.979)  0.21
H (-6.928, 0.827, 1.753)  0.38
H (-6.349, 0.359, 0.157)  0.29
H (-6.700, 2.054, 0.507)  0.33
H (-4.697, -0.111, 3.545)  0.46
H (-3.116, -0.367, 2.800)  0.22
H (-4.553, -1.066, 2.076)  0.23
H (-2.264, 1.293, 0.361)  0.26
H (-1.622, 3.794, -1.437)  0.12
H (-3.126, 4.619, -1.016)  0.30
H (-2.757, 4.264, -2.706)  0.37
H (-2.318, 0.184, -2.301)  -0.43
H (-2.097, 1.512, -3.455)  0.32
H (-3.601, 0.597, -3.436)  0.55
H (-5.826, 3.254, -1.334)  0.27
H (-5.950, 1.579, -1.885)  0.34
H (-5.439, 2.844, -3.003)  0.36
C (3.200, 1.047, -1.692)  -1.16
N (3.512, 1.093, -3.105)  0.19
C (2.544, 1.967, -3.773)  -0.81
N (1.170, 1.489, -3.595)  0.20
C (0.879, 1.443, -2.177)  -0.12
N (1.815, 0.554, -1.425)  3.14
C (1.718, -0.803, -2.068)  -1.15
N (2.023, -0.770, -3.482)  0.19
C (3.379, -0.255, -3.664)  -0.64
C (1.080, 0.132, -4.143)  -0.62
H (3.286, 2.055, -1.281)  0.33
H (3.897, 0.390, -1.169)  -0.12
H (2.773, 2.004, -4.838)  0.35
H (2.628, 2.976, -3.363)  0.33
H (-0.133, 1.076, -2.007)  -1.00
H (0.963, 2.453, -1.772)  0.17
H (0.701, -1.161, -1.929)  0.15
H (2.414, -1.466, -1.559)  -0.07
H (3.615, -0.224, -4.728)  0.34
H (4.087, -0.920, -3.166)  0.35
H (0.064, -0.243, -4.001)  0.24
H (1.298, 0.164, -5.210)  0.43

=====

[2]
Formula: C30H54BBeN8S
Source: the Open Molecules 2025 dataset
Level of theory: ωB97M-V/def2-TZVPD

Values from the calculation:
Orbital gap, eV: 8.96
Total charge: +1
Energy relative to the best compared isomer or geometry (same formula, charge and spin), kcal/mol: 10.18
LUMO energy, Ha: -0.0604

Last column: Mulliken charge in e.
Cartesian coordinates (Å):
Be (-0.044, 0.130, -0.161)  -2.47
C (-4.417, -0.775, 0.622)  -1.52
C (-3.228, -1.565, 0.055)  0.61
C (-2.255, -1.928, 1.168)  -0.27
C (-2.614, -0.755, -1.041)  -0.15
C (-3.259, -0.377, -2.212)  -1.32
C (-2.415, 0.512, -2.862)  0.57
C (-2.819, 1.244, -4.108)  0.17
C (-2.993, 2.741, -3.846)  -1.38
C (-1.899, 0.982, -5.300)  -1.51
N (-1.297, 0.615, -2.122)  0.78
N (-1.426, -0.152, -1.010)  0.56
B (-0.029, 1.474, -2.233)  0.93
N (1.218, 0.563, -2.192)  0.71
N (1.342, -0.073, -1.005)  0.19
C (2.521, -0.682, -0.944)  0.16
C (3.163, -0.478, -2.155)  -1.69
C (2.328, 0.332, -2.919)  0.25
C (2.770, 0.810, -4.274)  0.38
C (1.672, 1.341, -5.182)  -1.45
C (3.905, 1.832, -4.125)  -1.36
C (3.036, -1.351, 0.288)  1.11
C (4.501, -0.956, 0.512)  -1.61
C (2.202, -0.996, 1.518)  -1.18
N (0.016, 2.327, -0.940)  0.97
N (-0.039, 1.727, 0.272)  0.25
C (-0.001, 2.669, 1.216)  -0.64
C (0.076, 3.910, 0.596)  -0.03
C (0.082, 3.656, -0.770)  -0.52
C (0.162, 4.640, -1.891)  1.49
C (-0.222, 6.043, -1.428)  -1.99
C (1.575, 4.647, -2.485)  -1.12
C (-0.033, 2.340, 2.675)  1.35
C (-1.348, 1.649, 3.044)  -0.76
C (0.164, 3.591, 3.527)  -1.93
H (-4.960, -1.383, 1.340)  0.45
H (-5.103, -0.484, -0.168)  0.42
H (-4.063, 0.122, 1.122)  0.28
H (-3.618, -2.484, -0.397)  0.43
H (-1.869, -1.028, 1.643)  -0.51
H (-1.420, -2.498, 0.776)  -0.31
H (-2.760, -2.522, 1.924)  0.57
H (-4.226, -0.692, -2.544)  0.62
H (-3.810, 0.844, -4.352)  0.58
H (-2.039, 3.216, -3.646)  0.15
H (-3.645, 2.904, -2.993)  0.38
H (-3.438, 3.224, -4.711)  0.48
H (-1.012, 1.601, -5.247)  0.07
H (-2.418, 1.213, -6.226)  0.52
H (-1.601, -0.062, -5.330)  0.36
H (-0.064, 2.151, -3.183)  -0.60
H (4.114, -0.859, -2.464)  0.61
H (3.202, -0.076, -4.754)  0.61
H (1.307, 2.301, -4.832)  0.10
H (0.854, 0.630, -5.214)  0.21
H (2.056, 1.475, -6.190)  0.49
H (3.558, 2.740, -3.640)  0.23
H (4.287, 2.095, -5.108)  0.43
H (4.722, 1.422, -3.537)  0.42
H (2.986, -2.432, 0.123)  0.23
H (4.580, 0.118, 0.665)  0.37
H (5.118, -1.227, -0.340)  0.40
H (4.891, -1.460, 1.393)  0.44
H (2.382, 0.035, 1.811)  0.36
H (2.474, -1.640, 2.349)  0.52
H (1.136, -1.124, 1.313)  -0.06
H (0.114, 4.866, 1.071)  0.66
H (-0.544, 4.326, -2.666)  -0.52
H (0.519, 6.434, -0.736)  0.34
H (-1.195, 6.040, -0.944)  0.46
H (-0.266, 6.709, -2.285)  0.46
H (2.298, 4.972, -1.739)  0.36
H (1.620, 5.334, -3.326)  0.42
H (1.846, 3.653, -2.826)  -0.10
H (0.786, 1.638, 2.879)  -0.04
H (-2.187, 2.325, 2.907)  0.35
H (-1.320, 1.333, 4.084)  0.45
H (-1.500, 0.774, 2.419)  -0.22
H (-0.652, 4.291, 3.365)  0.38
H (1.102, 4.081, 3.281)  0.42
H (0.182, 3.318, 4.579)  0.47
C (0.023, -6.812, -2.032)  -1.07
N (0.078, -5.374, -1.945)  -0.15
C (0.173, -4.667, -0.806)  0.30
S (0.340, -3.011, -0.939)  -0.18
N (0.127, -5.326, 0.362)  -0.10
C (0.343, -4.728, 1.653)  -0.53
H (-0.020, -7.103, -3.077)  0.36
H (-0.870, -7.195, -1.531)  0.32
H (0.913, -7.265, -1.582)  0.33
H (0.141, -4.836, -2.793)  0.24
H (0.018, -6.328, 0.347)  0.21
H (0.544, -3.667, 1.514)  -0.08
H (1.200, -5.189, 2.149)  0.33
H (-0.537, -4.844, 2.288)  0.30

=====

[3]
Formula: CH4N2Si
Source: the Open Molecules 2025 dataset
Level of theory: ωB97M-V/def2-TZVPD

Values from the calculation:
Orbital gap (alpha / beta), eV: 7.38 / 8.43
Total charge: 0
Energy relative to the best compared isomer or geometry (same formula, charge and spin), kcal/mol: 171.72
LUMO energy (alpha / beta), Ha: -0.0529 / -0.0114

Last column: Mulliken charge in e.
Cartesian coordinates (Å):
C (-1.481, -0.769, 0.433)  -0.06
N (-0.962, 0.280, -0.433)  -0.34
N (-0.830, 0.272, 1.049)  -0.31
Si (0.658, 0.256, 0.191)  0.30
H (-2.644, -0.762, 0.662)  0.19
H (-1.178, -1.787, 0.266)  0.24
H (1.608, -0.789, 0.330)  -0.03
H (2.472, 1.734, 2.685)  0.02

=====

[4]
Formula: CH2BrCl2P
Source: the Open Molecules 2025 dataset
Level of theory: ωB97M-V/def2-TZVPD

Values from the calculation:
Orbital gap, eV: 8.40
Total charge: 0
Energy relative to the best compared isomer or geometry (same formula, charge and spin), kcal/mol: 34.56
LUMO energy, Ha: -0.0222

Last column: Mulliken charge in e.
Cartesian coordinates (Å):
C (-0.055, -0.957, 0.766)  -0.59
P (0.007, 0.429, -0.166)  0.60
Cl (1.277, 2.037, 0.228)  -0.20
Cl (0.985, 0.410, -1.962)  -0.21
Br (-1.850, 1.030, -1.116)  -0.12
H (0.571, -1.352, 1.588)  0.28
H (-0.935, -1.596, 0.663)  0.23

=====

Among the records above, which one has the highest energy relative to the best compared isomer or geometry (same formula, charge and spin)?
CH4N2Si